No. 1
The following is a DFT calculation (wB97M-V/def2-TZVPD) of a cluster of 3 separate species, C24H45BN4O3 in total in a non-equilibrium geometry.

Calculated values
- frontier orbital gap (eV) = 7.39
- SMILES = CCCOc1cc2nccnc2cc1CB(O)O.CCN(CC)CC.CCN(CC)CC
- highest occupied orbital energy (eV) = -8.04

The geometry in ORCA input format:
```
! RIJCOSX wB97M-V def2-TZVPD def2/J DEFGRID3
* xyz 0 1
C 8.7863 -1.3281 5.2199
C 7.7853 -1.5622 4.0201
C 6.3917 -0.8399 4.2989
O 5.3675 -1.8099 4.5982
C 4.0951 -1.2673 4.5684
C 3.7141 -0.0191 5.2420
C 2.3086 0.5146 5.2188
N 2.0662 1.6848 5.9257
C 0.7683 2.0784 5.8527
C -0.2586 1.3468 5.0568
N -0.0749 0.2011 4.3440
C 1.2522 -0.1963 4.4758
C 1.6555 -1.4708 3.7744
C 3.0212 -1.9957 3.8180
C 3.2427 -3.3704 3.0635
B 2.3262 -4.4354 3.8846
O 2.5556 -4.6114 5.2914
O 1.2716 -5.1864 3.3050
H 9.7511 -1.8839 5.0789
H 8.9497 -0.2232 5.3624
H 8.2949 -1.7303 6.1555
H 8.2362 -1.2127 3.0477
H 7.6257 -2.6725 3.9310
H 6.5814 -0.0927 5.1162
H 6.0760 -0.2862 3.3723
H 4.4825 0.5775 5.8043
H 0.4856 3.0050 6.4178
H -1.2961 1.7848 5.0412
H 0.8689 -2.0482 3.2145
H 2.9147 -3.2747 1.9873
H 4.3250 -3.6895 3.0790
H 2.0388 -3.9154 5.7479
H 0.4283 -4.7576 3.5569
C -0.3834 4.1493 -0.6619
C -1.5181 3.1647 -0.9125
N -1.0690 1.8225 -1.2494
C -2.1386 0.9646 -1.7438
C -3.2713 0.6133 -0.7777
C -0.1539 1.1954 -0.3043
C -0.6306 1.0203 1.1397
H 0.2910 4.1999 -1.5197
H -0.7922 5.1489 -0.4968
H 0.1980 3.8875 0.2246
H -2.1054 3.5570 -1.7486
H -2.1835 3.1624 -0.0371
H -1.7074 0.0358 -2.1324
H -2.5825 1.4517 -2.6191
H -2.9645 -0.1352 -0.0466
H -4.1095 0.1833 -1.3349
H -3.6536 1.4860 -0.2454
H 0.7724 1.7784 -0.2870
H 0.1544 0.2198 -0.6943
H -1.1426 1.9054 1.5227
H 0.2276 0.8366 1.7893
H -1.2950 0.1634 1.2430
C -2.7997 1.9281 -5.6289
C -3.4658 1.0548 -6.6833
N -3.6628 -0.3248 -6.2640
C -4.0502 -1.2093 -7.3562
C -5.4007 -0.9594 -8.0297
C -4.3911 -0.5183 -5.0171
C -5.8095 0.0504 -4.9248
H -1.8420 1.5066 -5.3149
H -2.6098 2.9228 -6.0390
H -3.4307 2.0570 -4.7470
H -2.8179 1.0637 -7.5651
H -4.4117 1.5262 -6.9864
H -4.0171 -2.2472 -7.0083
H -3.2737 -1.1498 -8.1271
H -6.2319 -1.3028 -7.4133
H -5.4527 -1.5197 -8.9678
H -5.5582 0.0923 -8.2747
H -3.7987 -0.0855 -4.2043
H -4.4239 -1.5870 -4.7812
H -5.8857 1.0552 -5.3442
H -6.1118 0.1131 -3.8761
H -6.5341 -0.5903 -5.4256
*
```

No. 2
The following is a DFT calculation (wB97M-V/def2-TZVPD) of a structure of composition C5H6BrN3O2 in a non-equilibrium geometry.

Calculated values
- frontier orbital gap (eV) = 7.98
- highest occupied orbital energy (eV) = -8.60

The geometry in ORCA input format:
```
! RIJCOSX wB97M-V def2-TZVPD def2/J DEFGRID3
* xyz 0 1
C -0.2262 -1.1614 1.1152
C 1.8474 0.0570 1.0715
C 1.1079 -1.1133 1.4096
C 0.2031 0.9617 -0.4584
C 0.2244 1.0272 -1.9099
N 1.3531 0.9113 0.2651
N -0.8883 -0.3601 0.2937
N -2.2332 -0.3366 0.0062
O -2.9170 -1.2081 0.4941
O -2.6746 0.5746 -0.6717
Br 1.9685 -2.5332 2.3045
H -0.8096 -1.9214 1.4887
H 2.9047 0.1965 1.5346
H -0.5492 1.8569 -0.0806
H 0.8846 0.2447 -2.2303
H 0.6110 1.9187 -2.1784
H -0.8063 0.8855 -2.4539
*
```

No. 3
The following is a DFT calculation (wB97M-V/def2-TZVPD) of a cluster of 2 separate species, C5H6OSi in total in a non-equilibrium geometry.

Calculated values
- frontier orbital gap (spin up / spin down) (eV) = 9.24 / 6.97
- highest occupied orbital energy (spin up / spin down) (eV) = -10.30 / -7.76

The geometry in ORCA input format:
```
! RIJCOSX wB97M-V def2-TZVPD def2/J DEFGRID3
* xyz 0 1
C -2.1775 2.4289 0.6650
C 2.4188 1.5448 -0.4320
C -1.3910 1.5435 0.3664
C 1.3953 0.9912 -0.2014
C -0.4090 -1.3436 -0.6948
O 0.2636 -1.1900 -1.9232
Si -0.2156 0.1980 0.3189
H -2.7093 3.2956 0.9263
H 3.2868 1.9736 -0.9041
H -0.2455 -2.3085 -0.1020
H -1.4612 -1.6292 -0.9263
H 1.1690 -0.9212 -1.6233
H -1.3817 -0.6993 2.9107
*
```

No. 4
The following is a DFT calculation (wB97M-V/def2-TZVPD) of a cluster of 2 separate species, C5H4N2O in total in a non-equilibrium geometry.

Calculated values
- frontier orbital gap (spin up / spin down) (eV) = 7.42 / 7.42
- SMILES = N=C=C=O.C=CC#N
- highest occupied orbital energy (spin up / spin down) (eV) = -8.66 / -8.66

The geometry in ORCA input format:
```
! RIJCOSX wB97M-V def2-TZVPD def2/J DEFGRID3
* xyz 0 1
N -2.3839 -1.1487 -0.5293
C -1.9956 0.0193 -0.3861
C -1.4837 1.0422 0.1873
O -1.3455 2.2227 0.3461
H -1.7931 -1.8112 0.0008
C 1.7393 0.7260 -0.6487
C 1.3477 -0.0217 0.3830
C 0.5255 -1.1620 0.4801
N 0.0045 -2.1399 0.7195
H 1.5271 0.5228 -1.6896
H 2.1864 1.5803 -0.2174
H 1.6714 0.1701 1.3542
*
```

No. 5
The following is a DFT calculation (wB97M-V/def2-TZVPD) of a structure of composition C39H30N8SeTi in a non-equilibrium geometry.

Calculated values
- frontier orbital gap (spin up / spin down) (eV) = 6.25 / 6.25
- highest occupied orbital energy (spin up / spin down) (eV) = -12.70 / -12.70

The geometry in ORCA input format:
```
! RIJCOSX wB97M-V def2-TZVPD def2/J DEFGRID3
* xyz 2 1
Ti 0.0808 -0.4957 0.5211
C -1.4066 1.5538 4.1466
C -0.8235 0.6129 3.2584
N -0.5192 0.9254 2.0082
C -0.7053 2.1813 1.5896
C -1.1381 3.2374 2.4398
C -1.5349 2.8588 3.7447
C -1.1409 4.5642 1.9388
C -0.7287 4.8027 0.6629
C -0.3253 3.7546 -0.1891
C -0.2896 2.4722 0.2794
N 0.1327 1.3094 -0.3345
C 0.4596 1.1888 -1.6782
C -0.0029 1.9412 -2.7510
C 0.5417 1.7377 -4.0290
C 1.5395 0.8423 -4.2201
C 2.0178 0.0396 -3.1735
C 3.0424 -0.9151 -3.2757
C 3.3647 -1.7209 -2.2313
C 2.6227 -1.6307 -1.0748
N 1.6858 -0.7240 -0.8971
C 1.4141 0.1641 -1.9046
H -1.6972 1.2662 5.1170
H -0.5909 -0.4181 3.6216
H -1.9280 3.5854 4.4329
H -1.4166 5.3547 2.5967
H -0.7115 5.7888 0.2017
H 0.0031 4.0921 -1.1358
H -0.8152 2.6170 -2.6835
H 0.1556 2.3431 -4.8733
H 2.0368 0.7334 -5.1475
H 3.4840 -0.9891 -4.2585
H 4.0666 -2.5236 -2.3706
H 2.8148 -2.3181 -0.2523
C 2.2422 1.9931 2.5277
N 2.3689 0.6077 1.9740
C 3.5064 0.5246 1.0485
C 2.5655 -0.2695 3.1137
C 1.8794 -1.5992 2.9022
C 2.3185 -2.6857 3.6594
C 1.5596 -3.8431 3.7044
C 0.4328 -3.9109 2.9359
C 0.0824 -2.9224 2.0162
C 0.8084 -1.7002 2.0214
H 3.1545 2.2509 3.0607
H 1.3828 2.0111 3.1675
H 2.1207 2.6829 1.6482
H 4.3908 1.1182 1.3160
H 3.1981 0.8272 0.0385
H 3.8976 -0.5060 1.0291
H 2.1124 0.1669 3.9959
H 3.6115 -0.4414 3.3111
H 3.2333 -2.5508 4.2770
H 1.8929 -4.6873 4.3345
H -0.2131 -4.7824 3.0794
H -0.7372 -3.1051 1.3738
Se -5.0347 -1.0983 -5.3509
N -3.4899 -1.9591 -5.0509
C -3.1223 -1.5540 -3.8528
C -1.9599 -2.0863 -3.1359
C -1.1080 -2.9908 -3.6681
C -0.1104 -3.5223 -2.8819
C 0.0200 -3.0678 -1.6094
N -0.7098 -2.0962 -1.0789
C -1.6849 -1.6149 -1.8620
C -2.5269 -0.5870 -1.2388
N -2.1683 -0.2477 0.0561
C -3.0575 0.4943 0.7044
C -4.2420 1.0111 0.1940
C -4.5301 0.7005 -1.1140
C -3.6493 -0.1384 -1.8429
C -3.9597 -0.6125 -3.1869
N -5.0909 -0.2590 -3.7664
H -1.2357 -3.3612 -4.6695
H 0.5180 -4.3058 -3.2717
H 0.7754 -3.5126 -0.9951
H -2.8633 0.7421 1.7430
H -4.8358 1.5987 0.8360
H -5.4305 1.0568 -1.5714
*
```

No. 6
The following is a DFT calculation (wB97M-V/def2-TZVPD) of the molecule C7H11N2OP in a non-equilibrium geometry.

Calculated values
- frontier orbital gap (eV) = 9.08
- SMILES = CP(C)(=O)c1cccnc1N
- highest occupied orbital energy (eV) = -8.34

The geometry in ORCA input format:
```
! RIJCOSX wB97M-V def2-TZVPD def2/J DEFGRID3
* xyz 0 1
C -2.1791 1.0537 0.9720
P -0.3511 0.9406 0.9938
C 0.2274 2.5534 0.3365
O 0.1762 0.6810 2.3476
C 0.0935 -0.3382 -0.1935
C -0.6929 -0.7562 -1.2337
C -0.3385 -1.8856 -1.9768
C 0.8025 -2.5775 -1.6441
N 1.6436 -2.2125 -0.6812
C 1.3860 -1.1448 0.0401
N 2.2831 -0.7290 0.9468
H -2.4552 1.7596 1.7544
H -2.5690 1.3910 0.0181
H -2.5914 0.0799 1.2236
H -0.1330 3.3140 1.0281
H 1.3149 2.5486 0.3451
H -0.1324 2.7528 -0.6677
H -1.5975 -0.2193 -1.4839
H -0.9617 -2.2186 -2.7897
H 1.0832 -3.4848 -2.1654
H 1.9555 -0.1366 1.6953
H 3.0359 -1.3716 1.1347
*
```

The E_tot results, record by record, are as follows: -38396.437; -83883.942; -15199.330; -10272.644; -141301.440; -21755.492 eV.
The relative energy (zero: lowest compared OMol25 entry of this formula, charge and spin) results, record by record, are as follows: 43.2; 134.2; 86.1; 95.0; 0.0; 0.0 kcal/mol.
The M results, record by record, are as follows: 448.46; 220.03; 110.19; 108.10; 737.55; 170.15 Da.